1.
Entry from the OMol25 dataset: C14H41N7O5Rb as an isolated structure in a non-equilibrium geometry (ωB97M-V with the def2-TZVPD basis set).

Geometry as XYZ:
```
68
Properties=species:S:1:pos:R:3
Rb 0.4414 -1.4952 0.6587
C -1.2803 -2.9737 -2.4973
O -0.8236 -2.0373 -1.8549
N -1.1506 -4.2905 -2.1159
N -2.0547 -2.7947 -3.6030
H -1.1840 -4.9793 -2.8499
H -0.5479 -4.5022 -1.3423
H -2.1749 -1.8352 -3.8722
H -2.4744 -3.5257 -4.1464
C 4.0731 -1.3962 0.3287
O 3.1961 -2.1282 0.7723
N 4.1863 -1.0762 -0.9912
N 4.9747 -0.7645 1.1534
H 3.4100 -1.3270 -1.5789
H 4.9581 -0.5469 -1.3490
H 5.1894 -1.2207 2.0223
H 5.7092 -0.2405 0.7100
C -3.9089 0.6000 1.9150
C -3.1545 -0.3618 0.9884
C -3.9196 -0.5732 -0.3062
O -5.1025 -1.2606 -0.0335
C -5.7942 -1.6211 -1.2092
N -1.8325 0.1376 0.6246
H -3.8537 1.6396 1.6018
H -3.4507 0.5068 2.9077
H -4.9415 0.2686 2.0277
H -3.1017 -1.3390 1.4730
H -3.2499 -1.1492 -0.9735
H -4.1083 0.3674 -0.8490
H -6.7060 -2.1335 -0.9214
H -5.1672 -2.2365 -1.8634
H -6.0638 -0.7164 -1.7724
H -1.8558 0.7652 -0.1718
H -1.3688 0.6604 1.3616
C 0.4293 -0.6742 5.4271
C 0.5477 -0.5279 3.9206
C 0.6403 0.9567 3.5864
O 0.4479 1.1518 2.1713
C 1.1641 2.2387 1.6178
N 1.7246 -1.2355 3.3474
H 0.3107 -1.7266 5.7021
H -0.3047 -0.0509 5.9303
H 1.3994 -0.4297 5.8842
H -0.3350 -0.9195 3.4039
H 1.5872 1.4187 3.8735
H -0.2044 1.4738 4.0555
H 2.2429 2.1999 1.8200
H 0.7591 3.1849 1.9828
H 1.1008 2.1552 0.5328
H 1.9021 -1.9021 4.1067
H 2.5186 -0.6185 3.5398
C -0.2185 1.8280 -3.3941
C 1.1641 1.1779 -3.2262
C 2.2625 2.2256 -3.2212
O 2.0829 3.0337 -2.0645
C 3.2394 3.7600 -1.7371
N 1.2393 0.4161 -1.9397
H -0.9818 1.0635 -3.5382
H -0.2042 2.5436 -4.2199
H -0.5177 2.4200 -2.5237
H 1.2742 0.5079 -4.0809
H 2.1584 2.8712 -4.0967
H 3.2439 1.7427 -3.1876
H 3.4886 4.5530 -2.4552
H 4.1040 3.0903 -1.6619
H 3.1148 4.2938 -0.7943
H 1.4540 1.2110 -1.3325
H 0.2972 0.1466 -1.6720
```

Results
Total charge   +1
E_HOMO   -11.78 eV
ΔE to the lowest compared entry with this formula, charge and spin   0.0 kJ/mol
Electronic energy   -36503.71998 eV

Atomic partial charges in e from the Mulliken method, atoms 1 to 6: atom 1 (Rb): 0.767, atom 2 (C): 0.513, atom 3 (O): -0.419, atom 4 (N): -0.465, atom 5 (N): -0.363, atom 6 (H): 0.190


2.
Entry from the OMol25 dataset: a 3-piece molecular cluster, C14H42BN6O7P2S overall in a non-equilibrium geometry (ωB97M-V with the def2-TZVPD basis set).

Geometry as XYZ:
```
73
Properties=species:S:1:pos:R:3
C 4.0486 -3.3259 -2.1870
C 5.4152 -3.8007 -1.5391
O 6.5989 -3.4522 -2.2802
B 6.5291 -2.1513 -2.8631
O 6.5671 -0.9205 -2.1637
S 6.3940 -2.0877 -4.7589
O 4.9582 -2.1238 -5.2157
O 7.2348 -3.2374 -5.2508
O 7.0503 -0.7120 -5.2623
H 3.2310 -3.9687 -1.7113
H 3.9890 -3.5285 -3.2959
H 3.7596 -2.2571 -1.9200
H 5.4401 -3.4586 -0.4477
H 5.3712 -4.9393 -1.4934
H 6.4655 -1.0722 -1.2072
O 1.1740 -0.2709 -2.0055
P 1.2107 1.1933 -2.4722
N 2.8628 1.4566 -2.1077
C 3.4217 1.5402 -0.7755
C 3.7782 0.6990 -2.9739
N 0.0937 1.7452 -1.2854
C 0.3971 2.5536 -0.1285
C -0.9907 0.8219 -0.9475
N 1.1764 2.8330 -3.1299
C 2.1862 3.8709 -3.0581
C -0.1094 3.3334 -3.6036
H 4.4532 1.8951 -0.8222
H 3.3987 0.5741 -0.2532
H 2.9134 2.2857 -0.1652
H 3.5718 0.9340 -4.0225
H 3.6548 -0.3824 -2.8468
H 4.8218 0.9509 -2.7876
H 0.8805 1.9704 0.6634
H -0.5183 2.9830 0.2953
H 1.0178 3.4145 -0.3793
H -0.6674 0.0708 -0.2185
H -1.3511 0.3041 -1.8386
H -1.8525 1.3529 -0.5288
H 2.3222 4.2450 -2.0420
H 1.9221 4.7295 -3.6862
H 3.1494 3.5308 -3.4450
H -0.5745 3.9851 -2.8558
H -0.7951 2.5105 -3.8129
H 0.0005 3.8932 -4.5375
O -2.4386 -0.7636 1.9787
P -3.6761 -0.1543 2.6619
N -3.0728 -0.3326 4.2577
C -2.8906 -1.5931 4.9473
C -1.9395 0.5499 4.5505
N -4.7335 -1.4086 2.1510
C -5.2891 -2.4562 2.9760
C -4.4942 -1.9377 0.8071
N -5.0934 0.6185 3.3785
C -5.4716 0.7285 4.7742
C -6.1747 0.9954 2.4733
H -2.6724 -1.4170 6.0027
H -2.0824 -2.1933 4.5101
H -3.8040 -2.1852 4.9624
H -2.2238 1.5897 4.3578
H -1.0714 0.3203 3.9185
H -1.6332 0.4872 5.5955
H -4.5506 -3.2330 3.2037
H -6.1294 -2.9438 2.4697
H -5.7109 -2.0694 3.9044
H -3.6917 -2.6844 0.8048
H -4.2200 -1.1382 0.1166
H -5.3964 -2.4052 0.3999
H -5.7374 -0.2369 5.2071
H -6.3359 1.3894 4.9029
H -4.6824 1.1844 5.3766
H -6.9818 0.2559 2.5001
H -5.8151 1.0709 1.4459
H -6.5875 1.9751 2.7322
```

Results
Total charge   -1
E_HOMO   -4.38 eV
ΔE to the lowest compared entry with this formula, charge and spin   0.0 kJ/mol
Electronic energy   -68558.83072 eV

Atomic partial charges in e from the Mulliken method, atoms 1 to 6: atom 1 (C): -0.662, atom 2 (C): -0.304, atom 3 (O): -0.376, atom 4 (B): 0.532, atom 5 (O): -0.462, atom 6 (S): 0.965


3.
Entry from the OMol25 dataset: a 8-piece molecular cluster, C14H42ClO7 overall in a non-equilibrium geometry (ωB97M-V with the def2-TZVPD basis set).

Geometry as XYZ:
```
64
Properties=species:S:1:pos:R:3
Cl 0.3975 -0.5993 0.8048
C 3.3245 -2.9382 -2.9542
C 2.5077 -2.7043 -1.6725
O 1.3980 -1.8796 -2.0327
H 3.6952 -2.0116 -3.3924
H 2.7822 -3.4469 -3.7512
H 4.1336 -3.6397 -2.7510
H 3.1581 -2.2295 -0.9378
H 2.0994 -3.6159 -1.2362
H 1.0490 -1.5795 -1.1903
C -0.8147 4.2654 -1.1217
C -0.1037 3.0106 -0.5936
O -1.0452 2.2385 0.0854
H -1.2260 4.8506 -0.2992
H -1.6458 3.9536 -1.7543
H -0.0971 4.8068 -1.7382
H 0.7160 3.3258 0.0520
H 0.3100 2.4323 -1.4197
H -0.6455 1.4316 0.4184
C 3.6187 2.3495 -1.7867
C 3.0125 1.0136 -1.2262
O 2.8923 1.1601 0.1786
H 3.7252 2.1997 -2.8611
H 4.6429 2.5252 -1.4577
H 2.9924 3.2013 -1.5218
H 3.6883 0.1759 -1.3987
H 2.0627 0.8997 -1.7487
H 2.1739 0.5992 0.4802
C -2.2305 -4.8542 -0.5186
C -1.3330 -3.5987 -0.2496
O -0.7405 -3.7307 1.0054
H -1.6997 -5.8062 -0.5047
H -2.7413 -4.7195 -1.4721
H -3.0305 -4.8828 0.2212
H -2.0014 -2.7387 -0.2083
H -0.5143 -3.4671 -0.9572
H -0.3871 -2.8557 1.1819
C -1.8197 -0.3242 -2.4325
C -2.7680 0.8008 -2.7712
O -3.9911 0.5870 -2.0827
H -0.8458 -0.1809 -2.9006
H -2.2735 -1.2476 -2.7923
H -1.5711 -0.4331 -1.3769
H -2.9018 0.8535 -3.8517
H -2.3718 1.7914 -2.5481
H -4.3289 -0.2818 -2.3124
C 1.7827 3.6655 3.9349
C 1.1388 2.5023 3.0765
O 0.6912 1.4482 3.9066
H 1.9867 4.4847 3.2454
H 2.7099 3.3472 4.4112
H 1.1260 4.0994 4.6889
H 1.9138 2.1687 2.3864
H 0.2806 2.8457 2.4990
H 0.6540 0.6991 3.3074
C -2.9565 -1.8423 3.6942
C -2.4525 -0.4338 3.4792
O -2.5845 -0.2763 2.0759
H -4.0057 -2.0203 3.4584
H -2.7414 -2.2530 4.6807
H -2.4429 -2.5220 3.0143
H -1.4377 -0.2715 3.8425
H -3.1572 0.1863 4.0333
H -1.7574 -0.5337 1.6622
```

Results
Multiplicity   2
Total charge   0
E_HOMO (alpha / beta)   -10.10 / -10.03 eV
Electronic energy   -42049.40037 eV

Atomic partial charges in e from the Mulliken method, atoms 1 to 6: atom 1 (Cl): -0.591, atom 2 (C): -1.370, atom 3 (C): 0.010, atom 4 (O): -0.339, atom 5 (H): 0.286, atom 6 (H): 0.335


4.
Entry from the OMol25 dataset: C14H42Cu2O18S as an isolated structure in a non-equilibrium geometry (ωB97M-V with the def2-TZVPD basis set).

Geometry as XYZ:
```
77
Properties=species:S:1:pos:R:3
Cu -0.8702 -0.7296 -3.8397
Cu 1.5918 -2.3197 1.0601
S 0.0513 0.0755 -0.6324
O -1.0144 0.2798 0.3555
O 1.1476 -0.8030 -0.1327
O -0.5440 -0.5828 -1.8074
O 0.6529 1.4141 -0.9104
C 5.3626 1.5588 0.2920
C 3.9045 1.2299 0.2103
O 3.3906 1.4954 -1.0559
O 6.1439 0.6324 -0.4423
H 5.6893 1.5356 1.3427
H 5.5882 2.5689 -0.0659
H 3.4385 1.7669 1.0591
H 3.7506 0.1795 0.5180
H 2.4078 1.4905 -1.0014
H 6.9541 1.0459 -0.7453
C -2.6197 1.6293 -3.5755
C -3.5163 0.5597 -4.0959
O -3.0854 -0.7935 -3.6974
O -1.2603 1.4255 -4.0127
H -2.6163 1.5350 -2.4741
H -2.9139 2.6620 -3.7611
H -3.5450 0.5265 -5.1916
H -4.5451 0.7384 -3.7823
H -3.8976 -1.1696 -3.3380
H -0.7447 2.1543 -3.6493
C 1.8799 -0.3562 3.4777
C 2.9662 -1.3516 3.7078
O 3.3728 -1.8375 2.3779
O 0.8485 -0.9639 2.6659
H 2.3083 0.5250 2.9824
H 1.4785 -0.0328 4.4408
H 2.4571 -2.1451 4.2778
H 3.8437 -1.0351 4.2637
H 4.2089 -2.2907 2.5758
H 0.1614 -0.2184 2.6375
C 1.4501 -4.4517 -1.1443
C 2.8630 -3.9169 -1.3396
O 3.2619 -3.0988 -0.2287
O 0.6188 -3.3358 -0.8671
H 1.3467 -5.1836 -0.3486
H 1.2989 -4.9209 -2.1195
H 2.8282 -3.3913 -2.3019
H 3.5659 -4.7433 -1.4830
H 4.2082 -2.9451 -0.3792
H 0.3548 -2.9841 -1.7286
C -4.1988 -3.1644 0.0001
C -5.1885 -2.5991 0.9679
O -5.5441 -1.2608 0.7791
O -2.8710 -2.5425 0.1879
H -4.3736 -2.9946 -1.0726
H -4.0512 -4.2418 0.0661
H -4.8277 -2.9024 1.9678
H -6.0976 -3.2179 0.9690
H -4.8032 -0.7282 1.1307
H -3.0330 -1.6325 -0.0973
C 1.1616 4.6108 -1.8825
C 0.0374 4.9204 -0.6981
O 0.2319 4.0616 0.3171
O 0.8808 3.4651 -2.5112
H 2.1698 4.7054 -1.4774
H 0.9879 5.4646 -2.5450
H -0.9273 4.7395 -1.1693
H 0.2093 5.9317 -0.3388
H -0.0601 3.1254 0.0668
H 0.8564 2.6814 -1.8693
C -3.0703 0.3960 3.0743
C -2.3065 1.6708 3.4938
O -0.9239 1.6428 3.0503
O -3.3383 0.3791 1.6792
H -4.0243 0.3537 3.6019
H -2.4854 -0.4700 3.4176
H -2.3799 1.7843 4.5745
H -2.7835 2.5364 3.0239
H -0.9427 1.5403 2.0769
H -2.5267 0.3170 1.1235
```

Results
Multiplicity   3
Total charge   +2
E_HOMO (alpha / beta)   -13.66 / -13.66 eV
ΔE to the lowest compared entry with this formula, charge and spin   244.5 kJ/mol
Electronic energy   -152147.96524 eV

Atomic partial charges in e from the Mulliken method, atoms 1 to 6: atom 1 (Cu): 0.329, atom 2 (Cu): 0.056, atom 3 (S): 0.048, atom 4 (O): -0.931, atom 5 (O): 0.783, atom 6 (O): 0.197